{
  "formula": "C6H8LiO6",
  "method": "ωB97M-V/def2-TZVPD",
  "homo_lumo_gap_ha": 0.220,
  "mol_weight_da": 183.1,
  "relative_energy_ev": 1.8383,
  "lumo_energy_ev": 2.3,
  "e_homo_ev": -3.652,
  "total_charge": -1,
  "elements": ["O", "C", "C", "O", "O", "C", "H", "H", "H", "H", "H", "O", "O", "C", "C", "O", "C", "H", "H", "H", "Li"],
  "xyz": [[0.791, 0.585, -1.521], [0.168, -0.718, -0.922], [-0.193, 1.218, -2.303], [0.641, -1.787, -1.412], [-1.226, -0.520, -1.204], [-1.496, 0.785, -1.650], [-0.138, 0.868, -3.347], [-0.042, 2.307, -2.276], [-2.343, 0.761, -2.348], [-1.749, 1.440, -0.800], [-0.798, 1.639, 3.009], [1.741, -0.371, 0.848], [-0.108, 1.176, 1.099], [-0.940, 0.922, 2.183], [-0.551, -0.485, 2.634], [-0.344, -1.178, 1.411], [0.490, -0.450, 0.585], [-1.998, 0.924, 1.853], [-1.353, -0.996, 3.181], [0.381, -0.465, 3.220], [1.571, 1.478, 0.053]],
  "forces_ev_per_angstrom": [[0.32, 1.16, -0.41], [0.48, -1.47, -0.14], [0.18, -0.12, -0.04], [-0.43, 1.14, 0.70], [-0.67, 0.43, -0.27], [-0.15, -0.08, 0.30], [-0.02, 0.10, 0.16], [-0.11, -0.06, -0.11], [0.12, -0.02, 0.05], [0.08, -0.01, -0.14], [-0.09, -0.02, -0.19], [-0.89, 0.63, 0.02], [0.04, 0.49, -0.49], [0.20, -0.13, -0.36], [0.10, -0.21, -0.24], [-0.36, -0.03, 0.61], [1.69, -0.74, 0.12], [0.10, 0.06, 0.25], [0.22, 0.02, -0.06], [-0.22, -0.01, -0.05], [-0.61, -1.13, 0.28]]
}